[1]
ORCA calculation (wB97M-V/def2-TZVPD) on H28O18SZn as an isolated structure.

The geometry in XYZ format:
```
48
Properties=species:S:1:pos:R:3:nbo_charge:R:1
Zn -0.52 0.30 1.95 1.74
S -1.37 -0.86 -0.30 2.57
O -2.21 -0.58 -1.49 -1.04
O -2.15 -0.47 0.91 -1.17
O -1.03 -2.27 -0.18 -1.07
O -0.12 0.02 -0.20 -1.14
O 3.58 0.57 1.12 -0.96
H 3.74 1.20 0.38 0.49
H 3.27 -0.27 0.74 0.52
O 2.44 1.11 -3.43 -0.98
H 2.63 0.16 -3.25 0.51
H 2.06 1.16 -4.29 0.47
O 1.24 2.12 -1.13 -1.01
H 0.44 1.58 -1.24 0.51
H 1.65 2.12 -2.01 0.51
O -2.38 -2.83 2.47 -0.96
H -2.68 -2.25 1.82 0.49
H -3.06 -3.57 2.23 0.48
O -0.17 -2.60 -2.75 -1.01
H -0.37 -2.92 -1.85 0.51
H -0.95 -2.13 -3.05 0.49
O 0.72 3.74 0.99 -0.99
H 0.78 3.38 0.07 0.52
H 1.54 4.20 1.11 0.48
O 1.28 1.21 2.03 -1.07
H 1.09 2.07 1.60 0.50
H 2.22 1.09 1.80 0.52
O 2.34 -1.72 -3.29 -0.98
H 1.54 -2.12 -3.66 0.53
H 3.05 -1.82 -3.94 0.47
O 2.31 -1.99 -0.32 -1.00
H 2.60 -1.97 -1.25 0.50
H 1.43 -1.58 -0.33 0.50
O -0.55 -0.90 3.54 -1.07
H 0.01 -1.67 3.10 0.53
H -1.40 -1.46 3.68 0.53
O -1.29 2.11 2.27 -1.08
H -2.05 2.52 1.78 0.53
H -0.53 2.76 2.33 0.52
O -3.41 2.35 1.12 -0.96
H -3.48 1.47 1.43 0.49
H -3.46 2.27 0.10 0.53
O 0.81 -2.46 1.91 -0.98
H 1.51 -3.11 2.05 0.50
H 0.35 -2.66 1.09 0.53
O -3.69 1.87 -1.66 -0.98
H -4.35 1.89 -2.33 0.48
H -3.42 0.93 -1.67 0.52
```

Results
Relative energy (zero: lowest compared OMol25 entry of this formula, charge and spin), kJ/mol: 0.0
Molar mass, g mol⁻¹: 413.66
Gap between HOMO and LUMO, eV: 10.06
F_max, eV/Å: 4.160
E_LUMO, eV: 0.1699
Energy, hartree: -3548.79894
E_HOMO, Ha: -0.3633
Net charge: 0
Multiplicity: 1

=====

[2]
ORCA calculation (wB97M-V/def2-TZVPD) on an isolated ion of composition C3H12N2 and charge +2.

The geometry in XYZ format:
```
17
Properties=species:S:1:pos:R:3:nbo_charge:R:1
C -0.71 0.90 0.80 -0.22
C 0.05 -0.40 0.43 -0.44
C -0.45 -1.11 -0.84 -0.25
N 0.62 -1.33 -1.89 -0.67
N 0.19 1.83 1.56 -0.68
H -1.50 0.59 1.48 0.26
H -1.09 1.33 -0.12 0.25
H 0.22 -1.03 1.30 0.27
H 1.09 -0.10 0.17 0.21
H -0.86 -2.11 -0.65 0.26
H -1.37 -0.68 -1.25 0.26
H 0.81 -0.53 -2.49 0.46
H 1.42 -1.62 -1.31 0.45
H 0.37 -2.11 -2.49 0.47
H -0.35 2.68 1.74 0.47
H 1.03 2.23 1.11 0.46
H 0.54 1.45 2.45 0.46
```

Results
Relative energy (zero: lowest compared OMol25 entry of this formula, charge and spin), kJ/mol: 62.6
Molar mass, g mol⁻¹: 76.14
Gap between HOMO and LUMO, eV: 14.22
F_max, eV/Å: 2.328
E_LUMO, eV: -7.1383
SMILES: [NH3+]CCC[NH3+]
Energy, hartree: -230.36633
E_HOMO, Ha: -0.7849
Net charge: +2
Multiplicity: 1

=====

[3]
ORCA calculation (wB97M-V/def2-TZVPD) on AgBr as an isolated structure.

The geometry in XYZ format:
```
2
Properties=species:S:1:pos:R:3:nbo_charge:R:1
Ag 5.90 10.84 1.62 -0.01
Br 8.35 11.00 0.33 0.01
```

Results
Relative energy (zero: lowest compared OMol25 entry of this formula, charge and spin), kJ/mol: 0.8
Molar mass, g mol⁻¹: 187.77
Gap between HOMO and LUMO (alpha / beta), eV: 7.21 / 6.47
F_max, eV/Å: 0.249
E_LUMO (alpha / beta), eV: 0.7750 / -4.3753
Energy, hartree: -2720.86724
E_HOMO (alpha / beta), Ha: -0.2363 / -0.3987
Net charge: 0
Multiplicity: 3

=====

[4]
ORCA calculation (wB97M-V/def2-TZVPD) on C24H21N4Pb as an isolated structure.

The geometry in XYZ format:
```
50
Properties=species:S:1:pos:R:3:nbo_charge:R:1
Pb -0.87 -0.57 0.97 1.48
C -0.57 -3.19 -4.88 0.02
C -0.40 -1.84 -5.22 -0.24
C -0.06 -0.93 -4.26 -0.07
C 0.11 -1.36 -2.89 0.11
C -0.14 -2.73 -2.56 -0.12
C -0.43 -3.63 -3.55 -0.20
N 0.41 -0.53 -1.89 -0.28
C 1.15 0.58 -2.06 0.07
C 2.16 0.71 -3.06 -0.12
C 2.91 1.85 -3.16 -0.19
C 2.71 2.90 -2.26 -0.05
C 1.76 2.79 -1.24 -0.21
C 0.98 1.66 -1.13 0.21
N -0.03 1.56 -0.13 -0.29
N -0.52 2.65 0.20 -0.05
C -1.48 2.67 1.22 0.23
C -1.99 3.91 1.55 -0.13
C -2.96 4.00 2.54 -0.10
C -3.38 2.84 3.15 -0.18
C -2.83 1.62 2.75 0.09
N -1.90 1.53 1.81 -0.58
H -0.85 -3.90 -5.65 0.26
H -0.57 -1.51 -6.24 0.27
H -0.02 0.13 -4.48 0.24
H 0.00 -3.05 -1.54 0.23
H -0.56 -4.68 -3.32 0.27
H 2.40 -0.15 -3.67 0.25
H 3.69 1.93 -3.91 0.27
H 3.30 3.80 -2.34 0.27
H 1.63 3.59 -0.52 0.26
H -1.61 4.78 1.03 0.27
H -3.37 4.96 2.82 0.27
H -4.13 2.86 3.93 0.27
H -3.16 0.70 3.21 0.22
C 2.42 -0.49 2.91 -0.66
C 1.14 -1.26 2.86 -0.03
C 1.06 -2.50 2.19 -0.24
C -0.07 -3.31 2.30 -0.19
C -1.15 -2.91 3.07 -0.22
C -1.11 -1.69 3.74 -0.16
C 0.02 -0.86 3.62 -0.31
H 3.02 -0.88 3.73 0.28
H 2.26 0.57 3.11 0.23
H 3.01 -0.60 2.00 0.24
H 1.92 -2.84 1.63 0.26
H -0.08 -4.27 1.81 0.26
H -2.01 -3.56 3.19 0.27
H -1.92 -1.40 4.39 0.25
H 0.09 0.04 4.21 0.26
```

Results
Molar mass, g mol⁻¹: 572.66
Gap between HOMO and LUMO (alpha / beta), eV: 6.06 / 6.06
F_max, eV/Å: 0.530
E_LUMO (alpha / beta), eV: -11.8431 / -11.7860
Energy, hartree: -1337.99664
E_HOMO (alpha / beta), Ha: -0.6581 / -0.6560
Net charge: +3
Multiplicity: 1

=====

[5]
ORCA calculation (wB97M-V/def2-TZVPD) on a 2-piece molecular cluster, C35H39O3S overall.

The geometry in XYZ format:
```
78
Properties=species:S:1:pos:R:3:mulliken_charge:R:1
C 4.82 -0.83 0.41 -1.62
C 4.01 -1.29 1.62 2.07
C 3.92 -2.82 1.58 -2.15
C 4.75 -0.87 2.89 -1.84
C 2.60 -0.64 1.59 -0.24
C 1.46 -1.36 1.45 -0.46
C 0.15 -0.77 1.40 0.03
C -0.99 -1.60 1.27 -1.23
C -2.34 -1.12 1.38 0.10
C -2.75 -0.04 0.56 0.12
C -4.02 0.49 0.67 -0.92
C -4.93 -0.02 1.61 1.08
C -6.29 0.60 1.72 -1.39
C -4.55 -1.10 2.42 -0.77
C -3.30 -1.67 2.28 -0.74
C 0.07 0.65 1.61 -0.47
C 1.16 1.45 1.72 -0.42
C 1.04 2.98 1.87 2.20
C 1.75 3.44 3.15 -1.83
C -0.43 3.42 1.94 -2.15
C 1.70 3.68 0.67 -1.65
C 2.49 0.83 1.61 1.69
O 3.52 1.55 1.45 -0.79
H 4.96 0.26 0.45 0.31
H 5.81 -1.31 0.40 0.52
H 4.30 -1.08 -0.52 0.25
H 3.38 -3.20 2.46 0.42
H 3.42 -3.16 0.67 0.39
H 4.92 -3.26 1.60 0.41
H 4.20 -1.19 3.78 0.37
H 5.75 -1.31 2.91 0.45
H 4.85 0.22 2.91 0.32
H 1.49 -2.45 1.47 0.45
H -0.80 -2.68 1.32 0.46
H -2.05 0.37 -0.16 0.72
H -4.34 1.31 0.03 0.35
H -6.89 0.11 2.49 0.36
H -6.21 1.67 1.96 0.32
H -6.83 0.53 0.76 0.29
H -5.25 -1.48 3.16 0.30
H -2.98 -2.50 2.92 0.41
H -0.92 1.08 1.79 0.76
H 2.81 3.16 3.10 0.34
H 1.68 4.53 3.27 0.45
H 1.30 2.96 4.03 0.36
H -0.97 3.10 1.04 0.35
H -0.92 3.00 2.82 0.41
H -0.50 4.51 2.00 0.44
H 1.24 3.35 -0.26 0.30
H 1.58 4.77 0.75 0.54
H 2.76 3.44 0.65 0.25
C 2.86 2.42 -3.31 -0.66
C 2.16 2.05 -4.47 -0.50
C 1.35 0.91 -4.49 -0.20
C 1.22 0.14 -3.33 -0.48
S 0.22 -1.38 -3.24 1.31
C -1.30 -0.97 -2.50 -0.52
C -2.42 -1.78 -2.81 0.98
C -3.71 -1.23 -2.56 -0.57
C -4.86 -2.01 -2.62 -0.54
C -4.77 -3.35 -3.02 -0.52
C -3.52 -3.88 -3.40 -0.54
C -2.37 -3.12 -3.33 -0.74
O -0.03 -1.68 -4.65 -0.76
O 0.93 -2.33 -2.41 -0.61
C 1.89 0.52 -2.17 0.06
C 2.72 1.64 -2.16 -0.53
H 3.49 3.30 -3.29 0.39
H 2.27 2.67 -5.37 0.34
H 0.82 0.64 -5.40 0.45
H -1.47 0.11 -2.49 0.39
H -3.74 -0.16 -2.33 0.29
H -5.81 -1.57 -2.33 0.34
H -5.65 -3.98 -3.02 0.35
H -3.46 -4.92 -3.74 0.33
H -1.44 -3.55 -3.72 0.33
H 1.75 -0.08 -1.27 0.25
H 3.25 1.90 -1.24 0.47
```

Results
Molar mass, g mol⁻¹: 539.76
Gap between HOMO and LUMO, eV: 4.26
F_max, eV/Å: 3.169
E_LUMO, eV: 1.3348
Energy, hartree: -1980.99624
E_HOMO, Ha: -0.1074
Net charge: -1
Multiplicity: 1

=====

[6]
ORCA calculation (wB97M-V/def2-TZVPD) on an isolated molecule of C6H12N2Si.

The geometry in XYZ format:
```
21
Properties=species:S:1:pos:R:3:nbo_charge:R:1
C 0.17 -0.56 -0.23 -0.08
C -1.06 0.25 -0.07 0.28
C 2.47 0.01 0.42 -0.08
C -0.02 -2.10 -0.24 -0.63
C -2.34 -0.65 -0.25 -0.70
C -2.34 2.15 0.51 -0.44
N 1.35 -0.17 0.18 -0.18
N -1.08 1.48 0.17 -0.45
Si 4.21 0.60 0.01 0.81
H -0.02 -2.55 -1.30 0.22
H 0.89 -2.53 0.20 0.21
H -0.85 -2.41 0.47 0.21
H -3.16 -0.12 -0.67 0.22
H -2.14 -1.32 -1.11 0.22
H -2.41 -1.29 0.53 0.22
H -2.20 3.29 0.47 0.20
H -2.98 1.98 -0.34 0.18
H -2.54 1.62 1.39 0.21
H 4.40 1.96 0.35 -0.15
H 4.46 0.43 -1.46 -0.14
H 5.18 -0.09 0.97 -0.13
```

Results
Relative energy (zero: lowest compared OMol25 entry of this formula, charge and spin), kJ/mol: 573.9
Molar mass, g mol⁻¹: 140.26
Gap between HOMO and LUMO, eV: 7.76
F_max, eV/Å: 4.722
E_LUMO, eV: 0.6753
Energy, hartree: -634.65800
E_HOMO, Ha: -0.2603
Net charge: 0
Multiplicity: 1